Entry 1:
This record from the Open Molecules 2025 dataset describes a single C5H9N3O molecule in a non-equilibrium geometry. The level of theory is wB97M-V/def2-TZVPD.

Structure (ORCA input):
```
! RIJCOSX wB97M-V def2-TZVPD def2/J DEFGRID3
* xyz 0 1
C 0.0280 1.6823 1.0035
C 0.4053 0.2765 0.4617
C 1.9031 0.0724 0.1987
C -0.2429 -0.8657 1.2520
N -1.1003 -1.5047 0.5689
N -1.0960 -0.9826 -0.6855
N -1.8473 -1.7234 -1.6917
C -0.1993 -0.0157 -0.9401
O 0.0271 0.3957 -2.0616
H -0.0462 2.4604 0.1403
H 0.9363 2.0823 1.6181
H -0.9296 1.6839 1.5367
H 2.1324 0.7841 -0.5108
H 2.1478 -1.0378 -0.1308
H 2.5057 0.2725 1.1047
H -0.2389 -0.8360 2.4196
H -1.5921 -1.4051 -2.5678
H -2.7931 -1.3389 -1.7160
*
```

Properties
frontier orbital gap: 9.87 eV
SMILES: CC1(C)C=NN(N)C1=O
HOMO: -9.1 eV
strongest force on any atom: 0.0689 Eh/bohr
total energy: -435.3479 Eh
energy above the lowest of the compared OMol25 structures with the same formula, charge and spin: 288.2 kJ/mol

***

Entry 2:
This record from the Open Molecules 2025 dataset describes a single C5H9N3O molecule in a non-equilibrium geometry. The level of theory is wB97M-V/def2-TZVPD.

Structure (ORCA input):
```
! RIJCOSX wB97M-V def2-TZVPD def2/J DEFGRID3
* xyz 0 1
H 0.8360 0.5466 1.8323
N 0.3016 -0.2152 1.2929
C 0.7211 -0.7711 0.2411
C 2.0674 -1.3584 -0.0183
C -0.2486 -0.7063 -0.8952
C -1.2629 0.4093 -0.7614
C -1.3879 0.8925 0.6920
N -0.6290 2.0655 1.0344
O -2.3104 0.5457 1.4059
N -0.1474 -1.5788 -1.8010
H -0.9698 -1.6500 -2.3983
H 1.9333 -2.3620 -0.4196
H 2.5789 -0.7870 -0.7935
H 2.6800 -1.3433 0.8809
H -2.2377 0.0467 -1.0932
H -0.9383 1.2347 -1.4015
H -0.9620 2.5481 1.8562
H -0.0240 2.4830 0.3463
*
```

Properties
frontier orbital gap: 8.69 eV
SMILES: [H]/N=C(C)/C(CC(N)=O)=N/[H]
HOMO: -8.7 eV
strongest force on any atom: 0.0514 Eh/bohr
total energy: -435.3657 Eh
energy above the lowest of the compared OMol25 structures with the same formula, charge and spin: 241.6 kJ/mol

***

Entry 3:
This record from the Open Molecules 2025 dataset describes 2 unconnected molecules or ions with the total composition C5H9N3O in a non-equilibrium geometry. The level of theory is wB97M-V/def2-TZVPD.

Structure (ORCA input):
```
! RIJCOSX wB97M-V def2-TZVPD def2/J DEFGRID3
* xyz 0 1
H 1.4949 -2.8829 0.5757
N 0.6494 -2.4306 0.2398
C 0.7962 -1.2109 -0.0795
C 2.0670 -0.4090 0.0562
N -0.2174 -0.5911 -0.8624
C -0.8674 -1.0477 -1.8312
H 2.1776 0.3316 -0.7329
H 2.0361 0.1078 1.0151
H 2.9376 -1.0621 0.0780
H -1.8528 -0.6332 -2.0052
H -0.4683 -1.8206 -2.4861
C -1.1965 1.3267 1.7322
N -1.0003 1.6225 0.3660
C -1.1852 2.1513 -0.7027
O -1.5940 2.8546 -1.5453
H -2.2472 1.4169 2.0164
H -0.6053 2.0059 2.3509
H -0.9244 0.2707 1.8147
*
```

Properties
frontier orbital gap: 9.51 eV
SMILES: [H]/N=C(\C)N=C.CN=C=O
HOMO: -8.7 eV
strongest force on any atom: 0.1042 Eh/bohr
total energy: -435.3455 Eh
energy above the lowest of the compared OMol25 structures with the same formula, charge and spin: 294.6 kJ/mol

***

Entry 4:
This record from the Open Molecules 2025 dataset describes a single C5H9N3O molecule in a non-equilibrium geometry. The level of theory is wB97M-V/def2-TZVPD.

Structure (ORCA input):
```
! RIJCOSX wB97M-V def2-TZVPD def2/J DEFGRID3
* xyz 0 1
C -2.5359 -0.0780 -0.6006
C -1.2431 -0.2649 -0.0247
C -0.5128 -1.3372 -0.1043
N 0.6854 -1.2918 0.7625
O 1.7004 -0.9333 -0.3768
C 1.9894 0.4362 -0.2389
C 0.7643 1.3533 -0.6650
N -0.0805 1.5000 0.6635
N -0.9262 0.6983 1.0818
H -3.0221 -0.8853 -1.2785
H -3.4121 -0.0538 0.2352
H -2.6048 1.0648 -0.9675
H -0.7267 -1.8914 -1.0960
H 1.0416 -2.3591 0.7125
H 2.0574 0.4917 0.8749
H 3.0167 0.8094 -0.7091
H 0.3677 0.8664 -1.5668
H 1.1574 2.4219 -0.9431
*
```

Properties
frontier orbital gap: 9.77 eV
SMILES: CC1=C/NOCC/N=N\1
HOMO: -8.9 eV
strongest force on any atom: 0.1232 Eh/bohr
total energy: -435.1826 Eh
energy above the lowest of the compared OMol25 structures with the same formula, charge and spin: 722.3 kJ/mol

***

Entry 5:
This record from the Open Molecules 2025 dataset describes a single C5H9N3O molecule in a non-equilibrium geometry. The level of theory is wB97M-V/def2-TZVPD.

Structure (ORCA input):
```
! RIJCOSX wB97M-V def2-TZVPD def2/J DEFGRID3
* xyz 0 1
C 1.7632 1.8310 -0.0394
C 0.9120 0.8138 0.0724
N -0.4983 0.8943 -0.0563
C -0.9175 -0.3442 -0.0717
N -2.2640 -0.6144 -0.0906
N -3.0918 0.5305 0.0294
C 0.1337 -1.4324 -0.0435
C 1.3587 -0.6144 0.4016
O 2.5627 -0.9644 -0.1946
H 2.8080 1.7014 -0.0080
H 1.4358 2.8603 -0.0967
H -2.6963 -1.5156 0.2082
H -2.9887 1.0025 -0.8715
H -2.5667 1.1031 0.7056
H -0.1956 -2.2456 0.6224
H 0.2045 -1.9092 -1.0509
H 1.4879 -0.6481 1.4861
H 2.5525 -0.4487 -1.0023
*
```

Properties
frontier orbital gap: 9.23 eV
SMILES: C=C1N=C(NN)C[C@H]1O
HOMO: -8.4 eV
strongest force on any atom: 0.0329 Eh/bohr
total energy: -435.3753 Eh
energy above the lowest of the compared OMol25 structures with the same formula, charge and spin: 216.3 kJ/mol

***

Entry 6:
This record from the Open Molecules 2025 dataset describes 2 unconnected molecules or ions with the total composition C5H9N3O2 in a non-equilibrium geometry. The level of theory is wB97M-V/def2-TZVPD.

Structure (ORCA input):
```
! RIJCOSX wB97M-V def2-TZVPD def2/J DEFGRID3
* xyz 0 1
O -2.1742 -0.5141 -1.3607
C -1.1472 -0.7219 -0.7612
C -1.0594 -1.3686 0.5420
C 0.1352 -1.6111 1.0909
N 1.3039 -1.2034 0.5128
C 1.3425 -0.6416 -0.7655
O 2.3778 -0.3616 -1.3516
N 0.1144 -0.3566 -1.2762
H -1.9898 -1.6395 1.0169
H 0.2682 -2.1392 2.0253
H 2.1811 -1.4372 0.9318
H 0.1423 0.0174 -2.2086
C -0.5020 1.1822 0.1835
N 0.3387 2.3185 0.5521
H -1.4372 1.3403 0.7466
H -0.7892 1.1113 -0.9394
H 0.0690 0.3257 0.5354
H 1.1504 2.5914 -0.0640
H -0.3245 3.1082 0.5898
*
```

Properties
frontier orbital gap: 9.30 eV
SMILES: O=c1cc[nH]c(=O)[nH]1.CN
HOMO: -8.9 eV
strongest force on any atom: 0.0976 Eh/bohr
total energy: -510.5886 Eh
energy above the lowest of the compared OMol25 structures with the same formula, charge and spin: 266.2 kJ/mol

***

Entry 7:
This record from the Open Molecules 2025 dataset describes 2 unconnected molecules or ions with the total composition C5H9N3O4 in a non-equilibrium geometry. The level of theory is wB97M-V/def2-TZVPD.

Structure (ORCA input):
```
! RIJCOSX wB97M-V def2-TZVPD def2/J DEFGRID3
* xyz 0 1
O -1.8464 2.6137 -0.8115
C -0.7810 2.1351 -1.1074
N -0.2687 1.7978 -2.3454
C 0.9712 1.3159 -2.1733
N 1.2778 1.1626 -0.9293
O 0.1932 1.7400 -0.2431
H -0.7479 1.9693 -3.2169
H 1.6119 1.0342 -2.9879
C 1.8799 -1.0758 2.4224
O 1.5502 -1.3557 1.0783
N 0.2372 -1.0533 0.7953
C -0.7080 -2.0297 0.9352
C -1.9962 -1.6818 0.2402
O -0.5254 -2.9984 1.6322
H 1.3526 -1.7861 3.1050
H 1.6438 -0.0266 2.6767
H 2.9616 -1.2774 2.4732
H 0.2677 -0.4482 -0.0072
H -2.1074 -0.5931 0.1353
H -2.0161 -2.1014 -0.7714
H -2.8594 -2.0999 0.7987
*
```

Properties
frontier orbital gap: 9.59 eV
SMILES: O=c1[nH]cno1.CONC(C)=O
HOMO: -9.4 eV
strongest force on any atom: 0.0254 Eh/bohr
total energy: -661.0688 Eh
energy above the lowest of the compared OMol25 structures with the same formula, charge and spin: 96.4 kJ/mol

***

Entry 8:
This record from the Open Molecules 2025 dataset describes a single C5H9N3OS molecule in a non-equilibrium geometry. The level of theory is wB97M-V/def2-TZVPD.

Structure (ORCA input):
```
! RIJCOSX wB97M-V def2-TZVPD def2/J DEFGRID3
* xyz 0 1
C 0.4786 -0.4593 -1.8872
N 0.2436 -0.8503 -0.4815
N 0.9030 -0.0141 0.4913
C 2.2720 -0.3882 0.8596
C 0.1437 0.9639 1.1995
N -1.1279 1.0504 0.9884
C -1.6612 2.1036 1.6628
O -2.8429 2.2980 1.5374
S -0.6405 2.9547 2.7738
C 0.7526 1.9434 2.2158
H 1.5223 -0.5689 -2.1306
H -0.0706 -1.1244 -2.5501
H 0.1553 0.5829 -2.0289
H -0.7578 -0.8669 -0.3028
H 2.6864 -1.0517 0.1055
H 2.2530 -0.9156 1.8434
H 2.9450 0.4602 0.9550
H 1.2248 1.3631 3.0145
H 1.5748 2.5734 1.7885
*
```

Properties
frontier orbital gap: 9.25 eV
SMILES: CNN(C)C1=NC(=O)SC1
HOMO: -8.8 eV
strongest force on any atom: 0.0629 Eh/bohr
total energy: -833.5800 Eh
energy above the lowest of the compared OMol25 structures with the same formula, charge and spin: 26.9 kJ/mol

***

Entry 9:
This record from the Open Molecules 2025 dataset describes 2 unconnected molecules or ions with the total composition C5H9N3OS2 in a non-equilibrium geometry. The level of theory is wB97M-V/def2-TZVPD.

Structure (ORCA input):
```
! RIJCOSX wB97M-V def2-TZVPD def2/J DEFGRID3
* xyz 0 1
C -0.4463 -2.4662 -1.4175
C 0.6760 -0.3933 -1.9699
C -1.2414 0.2014 2.0693
C 1.9966 1.0076 0.8129
C -1.1860 0.8212 -1.0873
N -1.1527 -1.4574 -0.9777
N -0.6416 -0.3575 -1.4345
N -0.2738 0.9844 1.3901
O 0.8948 0.2747 1.3110
S 1.6882 0.7849 -2.4044
S 1.0950 -2.1369 -2.1803
H -0.6912 -3.5336 -1.1033
H -1.3674 -0.8438 1.5044
H -1.2184 -0.0419 3.1540
H -2.2162 0.7101 2.1320
H 2.7538 0.6821 1.4932
H 2.0006 2.1361 0.9010
H 1.9677 0.9601 -0.3271
H -0.5950 1.6735 -1.3319
H -2.0427 0.9946 -0.5342
*
```

Properties
frontier orbital gap (alpha / beta): 7.87 / 7.25 eV
HOMO (alpha / beta): -8.4 / -7.2 eV
strongest force on any atom: 0.0834 Eh/bohr
total energy: -1231.5613 Eh
energy above the lowest of the compared OMol25 structures with the same formula, charge and spin: 526.2 kJ/mol

***

Entry 10:
This record from the Open Molecules 2025 dataset describes 2 unconnected molecules or ions with the total composition C5H9N3S in a non-equilibrium geometry. The level of theory is wB97M-V/def2-TZVPD.

Structure (ORCA input):
```
! RIJCOSX wB97M-V def2-TZVPD def2/J DEFGRID3
* xyz 0 1
C 1.7742 0.1913 -0.7830
C 3.0008 0.4442 -0.1921
C 1.5272 -1.1481 -0.4055
C -1.2222 0.7312 0.5221
C -1.4877 0.0315 -0.8193
N 2.5805 -1.7034 0.1471
N -1.9418 -2.2501 0.8252
N 3.4958 -0.6878 0.3253
S -1.3467 -1.8181 -0.5654
H 1.0611 0.8504 -1.3019
H 3.6616 1.4064 -0.4086
H -2.0659 0.4947 1.1297
H -0.3621 0.2620 1.0097
H -1.0111 1.7463 0.3193
H -0.8712 0.3302 -1.6372
H -2.4002 0.2188 -1.2417
H -1.6773 -3.1835 0.8923
H 4.3418 -0.8975 0.6870
*
```

Properties
frontier orbital gap (alpha / beta): 7.32 / 9.07 eV
HOMO (alpha / beta): -7.8 / -9.0 eV
strongest force on any atom: 0.0953 Eh/bohr
total energy: -758.1738 Eh
energy above the lowest of the compared OMol25 structures with the same formula, charge and spin: 466.2 kJ/mol